(1)
DFT (wB97M-V/def2-TZVPD) results for a cluster of 9 separate species, C5H28O9 in total in a non-equilibrium geometry.

## Properties
**SMILES**: CO.CO.CO.CO.CO.O.O.O.O
**Energy relative to the best compared isomer or geometry (same formula, charge and spin)**: 59.5 kcal/mol
**Largest force on an atom**: 1.93 eV/A
**HOMO energy**: -10.1112 eV
**DFT total energy**: -24064.4030 eV

Last column: Mulliken charge in e.
CARTESIAN COORDINATES (ANGSTROEM)
C 0.33898 0.18949 -0.58379  -0.868
O -0.91811 0.18570 0.10847  -0.383
H 0.24601 -0.33059 -1.53858  0.405
H 0.42004 1.22572 -0.91637  0.173
H 1.15773 -0.11294 0.05663  0.356
H -1.54478 -0.40656 -0.34275  0.300
C 1.92626 2.09721 -3.33978  -0.298
O 1.37231 3.35360 -3.09592  -0.511
H 2.99847 2.17661 -3.50951  0.301
H 1.75642 1.38853 -2.52904  -0.009
H 1.54265 1.61991 -4.25205  0.236
H 0.42001 3.35525 -2.95578  0.288
C 2.23598 -0.22911 3.35525  -0.628
O 1.21457 0.55803 2.76255  -0.418
H 2.76010 0.37551 4.09332  0.274
H 1.80216 -1.12884 3.78875  0.285
H 3.02172 -0.49948 2.63988  0.231
H 0.54742 -0.05071 2.43376  0.224
C 1.80497 -3.29206 1.10028  -0.062
O 0.86944 -3.83236 2.02488  -0.524
H 2.53963 -4.08184 0.96026  0.302
H 1.26915 -3.12365 0.16018  0.006
H 2.29941 -2.37672 1.42890  -0.016
H 0.21293 -3.20732 2.34197  0.310
C -1.45642 -3.07025 -1.29971  -0.141
O -2.34860 -1.95998 -1.10533  -0.522
H -0.53954 -2.79728 -0.78215  -0.193
H -1.80119 -4.00300 -0.85218  0.264
H -1.28674 -3.17812 -2.37021  0.296
H -3.08339 -2.04884 -1.71806  0.269
O -2.38794 1.96246 1.56219  -0.666
H -1.71120 2.63961 1.68227  0.299
H -1.90085 1.20579 1.18703  0.384
O -1.72062 -0.86269 3.18506  -0.625
H -1.58800 -0.41990 2.33646  0.347
H -2.56637 -1.31476 3.09146  0.277
O -0.73153 4.22721 -0.06938  -0.595
H -0.32879 4.03104 -0.92387  0.310
H -1.56042 4.67343 -0.27938  0.314
O -1.40154 2.19776 -2.62679  -0.581
H -1.95051 2.34577 -1.83980  0.328
H -1.92984 2.51838 -3.36912  0.261

Forces on atoms 1 to 6 (eV/Å):
-1.2 1.3 -0.7
-0.1 -1.0 0.2
0.2 -0.6 0.3
0.7 0.1 0.3
0.1 -0.1 0.0
0.2 -0.1 0.0

(2)
DFT (wB97M-V/def2-TZVPD) results for the ion C3H7ClN3 with charge +1 in a non-equilibrium geometry.

## Properties
**SMILES**: NC1=[N+](Cl)CCN1
**Energy relative to the best compared isomer or geometry (same formula, charge and spin)**: 112.2 kcal/mol
**Largest force on an atom**: 4.85 eV/A
**HOMO energy**: -14.5524 eV
**Net charge**: +1
**DFT total energy**: -20205.8768 eV

Last column: Mulliken charge in e.
CARTESIAN COORDINATES (ANGSTROEM)
N 2.31928 -0.21584 0.22482  -0.323
C 0.96367 -0.12522 0.01948  0.293
N 0.03194 -1.19437 -0.58941  -0.394
C -1.29145 -0.93524 0.16042  -0.417
C -1.37212 0.72464 -0.02822  -0.393
N 0.06246 1.03077 0.39321  0.024
Cl 0.64255 2.63580 0.13335  0.055
H 2.67621 -0.46380 1.17383  0.279
H 3.01718 -0.10941 -0.54357  0.275
H -0.29168 -0.95069 -1.57025  0.329
H -0.90988 -0.98595 1.29014  0.300
H -2.22894 -1.56913 -0.13753  0.342
H -2.13165 1.29781 0.66978  0.341
H -1.48756 0.86063 -1.19606  0.289

Forces on atoms 1 to 6 (eV/Å):
-1.0 0.4 0.0
-4.2 1.8 -0.9
0.0 1.6 1.0
1.4 2.5 2.2
-0.5 -1.7 -0.1
2.4 -3.5 -2.3

(3)
DFT (wB97M-V/def2-TZVPD) results for the molecule C7H14OSi in a non-equilibrium geometry.

## Properties
**SMILES**: C[Si]1(C)CCC=C1CO
**Energy relative to the best compared isomer or geometry (same formula, charge and spin)**: 64.7 kcal/mol
**Largest force on an atom**: 8.53 eV/A
**HOMO energy**: -8.5344 eV
**DFT total energy**: -17407.9584 eV

Last column: Mulliken charge in e.
CARTESIAN COORDINATES (ANGSTROEM)
C -0.50760 -1.63749 -0.73444  -0.542
C -0.57037 -0.91420 -2.07782  -0.788
C -0.43923 -0.87095 0.41759  0.320
C -0.81655 2.37281 0.51449  -1.103
C 0.14369 0.50808 -1.75169  -0.523
C 1.98254 0.90318 0.64935  -1.272
C -0.25471 -1.53649 1.69347  -0.656
O -0.72382 -2.85302 1.87515  -0.548
Si 0.21597 0.82172 0.00996  0.078
H -0.62262 -2.60750 -1.08050  0.561
H -0.38093 -0.98523 -3.09823  0.514
H -0.60070 2.36198 1.59617  0.256
H -0.38920 3.21850 -0.02605  0.339
H -1.82620 2.47298 0.25176  0.426
H -0.22415 1.40990 -2.41101  0.333
H 1.36839 0.32739 -2.05841  0.208
H -1.68510 -0.56191 -1.79663  0.196
H 2.12790 1.46358 1.50813  0.407
H 2.41334 -0.04470 0.89806  0.379
H 2.56834 1.36322 -0.16310  0.366
H -0.96919 -0.92082 2.29160  0.347
H 0.67705 -1.35588 2.17285  0.401
H -1.48685 -2.93513 1.31929  0.303

Forces on atoms 1 to 6 (eV/Å):
0.9 2.5 -0.7
-2.9 6.5 4.7
1.5 -3.0 -3.3
2.5 -1.1 0.2
2.8 0.1 -4.1
-0.4 0.1 -1.7

(4)
DFT (wB97M-V/def2-TZVPD) results for the molecule C7H10 in a non-equilibrium geometry.

## Properties
**Energy relative to the best compared isomer or geometry (same formula, charge and spin)**: 27.5 kcal/mol
**Largest force on an atom**: 9.61 eV/A
**HOMO energy (alpha / beta)**: -6.6226 / -8.8824 eV
**2S+1**: 3
**DFT total energy**: -7414.1873 eV

Last column: Mulliken charge in e.
CARTESIAN COORDINATES (ANGSTROEM)
C 0.33345 -0.34620 -0.19147  0.846
C -1.01132 -0.50051 -0.14347  -0.687
C -2.86743 -0.73081 -0.19521  -0.386
C 1.63661 -0.11173 -0.11486  0.287
C -3.65207 0.47281 0.08251  -0.748
C 2.62524 -1.21411 0.10737  -1.228
C 2.15457 1.29536 -0.17180  -1.181
H -3.08154 -1.71085 0.17644  0.352
H -3.20618 1.35884 -0.36538  0.287
H -3.77189 0.65911 1.15722  0.249
H -4.65272 0.33341 -0.33539  0.300
H 2.21042 -2.18367 -0.15990  0.357
H 2.91110 -1.24983 1.16341  0.257
H 3.53237 -1.03943 -0.47361  0.350
H 1.63911 1.86413 -0.94305  0.341
H 3.22460 1.30381 -0.37278  0.347
H 1.97567 1.79969 0.77997  0.257

Forces on atoms 1 to 6 (eV/Å):
-9.5 -1.2 0.4
3.3 0.4 -0.4
4.9 0.7 0.1
1.5 0.2 -0.1
-0.1 0.2 -0.1
-0.1 -0.1 0.0

(5)
DFT (wB97M-V/def2-TZVPD) results for a structure of composition CH10IrNO in a non-equilibrium geometry.

## Properties
**Largest force on an atom**: 3.25 eV/A
**HOMO energy (alpha / beta)**: -10.7359 / -15.5970 eV
**2S+1**: 6
**Net charge**: +1
**DFT total energy**: -7559.9073 eV

Last column: Mulliken charge in e.
CARTESIAN COORDINATES (ANGSTROEM)
C 0.59242 1.27801 -2.26882  -1.083
Ir -0.01570 0.21810 -0.74529  0.998
N -0.35337 -0.89505 1.03445  -0.778
H 0.83096 -1.06985 -1.15942  -0.255
H 0.52262 -0.92369 1.55676  0.384
H -1.45122 -0.47796 -0.72533  -0.204
H 0.57400 0.48606 -3.04219  0.320
H 1.62290 1.63561 -2.15675  0.349
H -0.11907 2.09538 -2.51174  0.377
H -1.07230 -0.48100 1.63591  0.379
H -0.63174 -1.86546 0.86944  0.352
O 0.51420 1.53264 0.99433  -0.589
H 0.14290 2.43851 0.91141  0.367
H 1.48139 1.63788 0.97156  0.382

Forces on atoms 1 to 6 (eV/Å):
1.5 2.1 -0.9
-1.8 1.3 -1.6
0.5 -1.4 2.9
1.7 -2.3 -0.5
-0.3 -0.2 0.5
-2.6 -0.6 -0.6

(6)
DFT (wB97M-V/def2-TZVPD) results for a cluster of 6 separate species, C9H26F3NO7 in total in a non-equilibrium geometry.

## Properties
**Energy relative to the best compared isomer or geometry (same formula, charge and spin)**: 64.4 kcal/mol
**Largest force on an atom**: 4.81 eV/A
**HOMO energy**: 1.6567 eV
**Net charge**: -2
**DFT total energy**: -33721.7597 eV

Last column: Mulliken charge in e.
CARTESIAN COORDINATES (ANGSTROEM)
N -22.96861 29.76522 14.52979  0.366
H -23.58050 30.28112 13.91371  0.431
H -22.02536 29.56308 14.23059  -0.038
H -23.39394 28.90331 14.84011  0.299
H -22.82012 30.38699 15.31175  0.129
C -25.65050 27.44935 15.49677  -0.420
O -25.99309 28.09104 14.29041  0.049
O -24.24944 27.20093 15.48569  -0.905
C -26.28435 28.16289 16.76226  0.797
F -27.65870 28.02857 16.86301  -0.340
F -25.83099 27.54428 17.84033  -0.283
F -26.10225 29.44323 16.88029  -0.275
C -27.27874 27.80130 13.84478  -0.200
C -27.56930 28.57097 12.47547  -1.211
H -26.79261 28.35095 11.74305  0.320
H -28.56685 28.37601 12.08177  0.431
H -27.55054 29.64602 12.65436  0.210
H -28.06278 28.15519 14.51421  0.247
H -27.46751 26.76310 13.57163  0.268
H -26.03499 26.43173 15.56546  0.322
O -20.79340 27.82876 14.12950  -0.833
C -20.52206 28.22936 12.80868  0.038
C -20.19046 27.04561 11.69989  -0.546
O -21.06681 25.92882 11.62704  -0.996
H -19.71533 28.95738 12.89409  0.132
H -21.38174 28.86701 12.60265  -0.040
H -19.21499 26.65298 11.98696  0.161
H -19.99426 27.40290 10.68897  0.294
C -23.11644 30.94748 17.57927  -0.693
O -23.18828 31.72702 16.38137  -0.624
H -24.11876 30.61878 17.85389  0.202
H -22.61569 30.00205 17.37067  0.282
H -22.63462 31.18730 18.52713  0.354
H -23.68784 32.50549 16.63833  0.283
C -25.25768 31.04251 12.45987  -0.882
O -24.02602 31.66346 12.75484  -0.566
H -25.77482 31.54488 11.64237  0.422
H -24.89424 30.10456 12.04004  0.318
H -25.87621 30.95554 13.35316  0.241
H -24.31066 32.57825 12.69370  0.272
C -18.97143 30.27510 15.89914  -0.697
O -20.08216 29.52356 16.34479  -0.507
H -19.34828 30.84380 15.04904  0.237
H -18.64316 31.03978 16.60313  0.281
H -18.00446 29.77457 15.84874  0.293
H -20.25003 28.83379 15.69854  0.379

Forces on atoms 1 to 6 (eV/Å):
0.0 0.9 0.7
0.5 -0.1 -0.4
0.9 -1.2 -1.0
-0.5 -1.9 0.5
-0.3 0.0 0.2
4.4 -1.9 0.3

Q: Among the records above, which one has the lowest DFT total energy?
A: C9H26F3NO7

Q: Among the records above, which one has the lowest DFT total energy?
A: C9H26F3NO7